# CH3NO2S2

The molecule CH3NO2S2 (wB97M-V/def2-TZVPD, the OMol25 dataset).

## Properties
SMILES string: NS(=O)(=O)C=S
Energy relative to the best compared isomer or geometry (same formula, charge and spin), kcal/mol: 18.01
Charge: 0

Cartesian coordinates (Å):
N1 0.3598 0.9835 -0.9449
S1 -0.5339 -0.2386 -0.2203
O1 -1.7856 0.2992 0.2157
O2 -0.5016 -1.3962 -1.0600
C1 0.4827 -0.5680 1.2406
S2 0.0513 -1.6840 2.2900
H1 0.7105 0.7095 -1.8482
H2 -0.1526 1.8491 -0.9907
H3 1.3694 0.0454 1.3176

Just the Löwdin charges please, in e? Sure, here they are: atom 1 (N): -0.077, atom 2 (S): 0.486, atom 3 (O): -0.302, atom 4 (O): -0.302, atom 5 (C): -0.737, atom 6 (S): 0.769, atom 7 (H): 0.066, atom 8 (H): 0.066, atom 9 (H): 0.029


# CH3NO2S2

A structure of composition CH3NO2S2 at a distorted geometry (wB97M-V/def2-TZVPD, the OMol25 dataset).

## Properties
Multiplicity: 3
Energy relative to the best compared isomer or geometry (same formula, charge and spin), kcal/mol: 37.70
Charge: 0
<S²>: 2.008

Cartesian coordinates (Å):
C1 0.6139 0.6269 1.9627
N1 -0.0183 -0.5616 -2.5819
O1 0.3627 -1.1004 0.1310
O2 -1.6207 0.4700 -0.9474
S1 0.1924 -0.9295 1.6207
S2 -0.2175 0.3976 -1.4058
H1 0.4810 1.1620 2.8579
H2 0.9671 1.0979 1.0313
H3 -0.7605 -1.1629 -2.6686

Just the Löwdin charges please, in e? Sure, here they are: atom 1 (C): -0.281, atom 2 (N): -0.271, atom 3 (O): -0.645, atom 4 (O): -0.505, atom 5 (S): 0.883, atom 6 (S): 0.818, atom 7 (H): 0.020, atom 8 (H): 0.021, atom 9 (H): -0.041


# CH3NO3

The molecule CH3NO3 at a distorted geometry (wB97M-V/def2-TZVPD, the OMol25 dataset).

## Properties
SMILES string: O=[N+]([O-])CO
Energy relative to the best compared isomer or geometry (same formula, charge and spin), kcal/mol: 65.15
Charge: 0

Cartesian coordinates (Å):
O1 1.3305 1.1450 -0.1708
N1 0.9509 0.0180 -0.2085
O2 1.6207 -0.9834 -0.2384
C1 -0.5354 -0.2190 -0.2572
O3 -1.1383 0.1828 0.9582
H1 -0.8632 0.6020 -1.0547
H2 -0.8387 -1.2514 -0.7590
H3 -0.5265 0.5060 1.7305

Just the Löwdin charges please, in e? Sure, here they are: atom 1 (O): 0.097, atom 2 (N): -0.438, atom 3 (O): 0.084, atom 4 (C): -0.171, atom 5 (O): -0.067, atom 6 (H): 0.159, atom 7 (H): 0.170, atom 8 (H): 0.165


# CH3NO3S

A cluster of 2 separate species, CH3NO3S in total at a distorted geometry (wB97M-V/def2-TZVPD, the OMol25 dataset).

## Properties
Multiplicity: 3
Energy relative to the best compared isomer or geometry (same formula, charge and spin), kcal/mol: 35.19
Charge: -2
<S²>: 2.009

Cartesian coordinates (Å):
C1 0.0244 -2.7307 2.9397
N1 0.7368 -3.7821 2.9893
O1 -1.8212 -5.0598 2.8134
O2 0.1698 -6.5114 2.6731
O3 -0.5892 -5.6139 4.8624
S1 -0.5320 -5.4612 3.3640
H1 2.2323 2.9730 -9.7381
H2 -1.0401 -2.4293 3.1756
H3 0.6384 -1.8398 2.6825

Just the Löwdin charges please, in e? Sure, here they are: atom 1 (C): -0.327, atom 2 (N): -0.067, atom 3 (O): -0.382, atom 4 (O): -0.382, atom 5 (O): -0.399, atom 6 (S): 0.482, atom 7 (H): -1.000, atom 8 (H): 0.049, atom 9 (H): 0.027


# CH3NO3S

A cluster of 2 separate species, CH3NO3S in total at a distorted geometry (wB97M-V/def2-TZVPD, the OMol25 dataset).

## Properties
Energy relative to the best compared isomer or geometry (same formula, charge and spin), kcal/mol: 100.25
Charge: 0

Cartesian coordinates (Å):
C1 -0.0009 -0.2803 0.2483
N1 2.9469 -0.8399 -1.5814
O1 3.5135 -1.8284 -1.4695
O2 0.4177 -2.5466 -1.3828
O3 -0.2285 -0.5300 -2.5583
S1 0.5450 -1.0867 -1.4546
H1 0.7576 0.4873 0.4015
H2 -0.9423 0.0601 -0.1709
H3 -0.1387 -1.1286 1.0512

Just the Löwdin charges please, in e? Sure, here they are: atom 1 (C): -0.123, atom 2 (N): 0.037, atom 3 (O): 0.055, atom 4 (O): -0.417, atom 5 (O): -0.394, atom 6 (S): 0.686, atom 7 (H): 0.033, atom 8 (H): 0.026, atom 9 (H): 0.099


# CH3NO4

A structure of composition CH3NO4 at a distorted geometry (wB97M-V/def2-TZVPD, the OMol25 dataset).

## Properties
Energy relative to the best compared isomer or geometry (same formula, charge and spin), kcal/mol: 109.69
Charge: 0

Cartesian coordinates (Å):
C1 -1.6085 -0.1861 0.7013
N1 1.5058 0.6696 -0.5548
O1 1.3030 1.4714 0.3755
O2 2.0815 0.6495 -1.6347
O3 -1.4582 -0.7459 -0.3793
O4 0.9329 -0.5039 -0.1763
H1 -1.3077 -0.5698 1.7337
H2 0.6248 -1.5446 -0.7434
H3 -2.0737 0.7596 0.6781

Just the Löwdin charges please, in e? Sure, here they are: atom 1 (C): -0.103, atom 2 (N): -0.434, atom 3 (O): 0.081, atom 4 (O): 0.096, atom 5 (O): -0.056, atom 6 (O): -0.082, atom 7 (H): 0.111, atom 8 (H): 0.322, atom 9 (H): 0.063


# CH3NO4

A cluster of 2 separate species, CH3NO4 in total at a distorted geometry (wB97M-V/def2-TZVPD, the OMol25 dataset).

## Properties
Energy relative to the best compared isomer or geometry (same formula, charge and spin), kcal/mol: 214.72
Charge: 0

Cartesian coordinates (Å):
C1 0.5045 -0.8824 0.6273
N1 -0.4047 -0.9071 -0.4786
O1 0.4758 1.4352 -1.4950
O2 -1.3840 -0.2450 -0.5445
O3 0.0483 1.6880 -0.3520
O4 -1.1731 1.5733 -0.1594
H1 0.2761 -1.9168 1.1393
H2 1.5189 -0.7855 0.0484
H3 0.1381 0.0403 1.2145

Just the Löwdin charges please, in e? Sure, here they are: atom 1 (C): -0.080, atom 2 (N): -0.100, atom 3 (O): 0.005, atom 4 (O): 0.013, atom 5 (O): -0.209, atom 6 (O): -0.002, atom 7 (H): 0.137, atom 8 (H): 0.134, atom 9 (H): 0.102


# CH3NOP2

A structure of composition CH3NOP2 at a distorted geometry (wB97M-V/def2-TZVPD, the OMol25 dataset).

## Properties
Energy relative to the best compared isomer or geometry (same formula, charge and spin), kcal/mol: 88.39
Charge: 0

Cartesian coordinates (Å):
C1 3.1830 0.4360 0.1250
N1 0.1722 0.5628 0.5879
O1 4.3357 0.3464 -0.2501
P1 2.0011 -0.8740 0.0939
P2 -0.9640 -0.1532 -0.0903
H1 2.9553 1.4520 0.5006
H2 -0.8036 -1.3812 -0.9851
H3 -2.0910 -0.1006 0.5800

Just the Löwdin charges please, in e? Sure, here they are: atom 1 (C): -0.789, atom 2 (N): -0.453, atom 3 (O): -0.122, atom 4 (P): 0.775, atom 5 (P): 0.662, atom 6 (H): 0.053, atom 7 (H): -0.021, atom 8 (H): -0.104


# CH3NOP2S

A cluster of 2 separate species, CH3NOP2S in total at a distorted geometry (wB97M-V/def2-TZVPD, the OMol25 dataset).

## Properties
Energy relative to the best compared isomer or geometry (same formula, charge and spin), kcal/mol: 93.29
Charge: 0

Cartesian coordinates (Å):
C1 0.5478 -1.0612 -0.8734
N1 -0.6318 -1.4572 -0.5360
O1 -0.2064 1.4269 -0.5803
P1 1.2967 0.6638 -0.7481
P2 -1.2831 1.2953 0.5669
S1 -1.7107 -0.7693 0.4574
H1 1.0242 -1.7411 -1.5692
H2 1.4463 0.5329 0.5749
H3 -0.4830 1.1100 2.7079

Just the Löwdin charges please, in e? Sure, here they are: atom 1 (C): -0.443, atom 2 (N): -0.488, atom 3 (O): -0.881, atom 4 (P): 0.900, atom 5 (P): 0.502, atom 6 (S): 0.491, atom 7 (H): 0.048, atom 8 (H): -0.105, atom 9 (H): -0.023


# CH3NOS

The molecule CH3NOS at a distorted geometry (wB97M-V/def2-TZVPD, the OMol25 dataset).

## Properties
SMILES string: SN1CO1
Energy relative to the best compared isomer or geometry (same formula, charge and spin), kcal/mol: 110.68
Charge: 0

Cartesian coordinates (Å):
S1 0.8491 0.2024 -1.6462
N1 0.6988 0.3572 0.0248
C1 -0.8000 0.1036 0.6749
O1 -0.2450 1.3679 0.4361
H1 0.4481 1.4446 -1.7999
H2 -1.2598 -0.3920 -0.1176
H3 -0.5519 -0.3810 1.6119

Just the Löwdin charges please, in e? Sure, here they are: atom 1 (S): 0.737, atom 2 (N): -0.492, atom 3 (C): -0.099, atom 4 (O): -0.170, atom 5 (H): -0.140, atom 6 (H): 0.060, atom 7 (H): 0.103


# CH3NOS

The molecule CH3NOS at a distorted geometry (wB97M-V/def2-TZVPD, the OMol25 dataset).

## Properties
Energy relative to the best compared isomer or geometry (same formula, charge and spin), kcal/mol: 69.37
Charge: 0

Cartesian coordinates (Å):
C1 0.6167 -0.0239 0.5228
N1 -0.1566 0.8914 0.1463
O1 -1.9879 -0.9968 0.1045
S1 -1.9154 0.4669 0.0631
H1 1.5866 0.2064 0.4181
H2 0.2664 -1.1370 0.5580
H3 -1.5672 0.9150 -1.3261

Just the Löwdin charges please, in e? Sure, here they are: atom 1 (C): -0.134, atom 2 (N): -0.280, atom 3 (O): -0.593, atom 4 (S): 0.847, atom 5 (H): 0.023, atom 6 (H): 0.105, atom 7 (H): 0.033


# CH3NOS

A cluster of 2 separate species, CH3NOS in total at a distorted geometry (wB97M-V/def2-TZVPD, the OMol25 dataset).

## Properties
Energy relative to the best compared isomer or geometry (same formula, charge and spin), kcal/mol: 131.67
Charge: 0

Cartesian coordinates (Å):
C1 0.0512 -0.4889 1.2546
N1 -0.0082 0.6227 -1.4110
O1 1.1209 0.9925 -1.4297
S1 -1.1509 0.3011 -2.3184
H1 0.8765 0.2058 1.3393
H2 -0.0329 -1.3127 1.8942
H3 -0.8565 -0.3207 0.6709

Just the Löwdin charges please, in e? Sure, here they are: atom 1 (C): 0.079, atom 2 (N): -0.745, atom 3 (O): -0.021, atom 4 (S): 0.765, atom 5 (H): -0.007, atom 6 (H): -0.039, atom 7 (H): -0.031


# CH3NOS

A cluster of 2 separate species, CH3NOS in total at a distorted geometry (wB97M-V/def2-TZVPD, the OMol25 dataset).

## Properties
Energy relative to the best compared isomer or geometry (same formula, charge and spin), kcal/mol: 99.47
Charge: 0

Cartesian coordinates (Å):
C1 -0.4906 0.4941 -0.0622
N1 -0.2081 -0.8588 -0.3991
O1 2.1792 0.3452 -0.4346
S1 1.1316 -0.1598 0.5166
H1 -0.4067 1.1681 -0.8044
H2 -1.2902 0.7750 0.6850
H3 -0.9153 -1.7639 0.4986

Just the Löwdin charges please, in e? Sure, here they are: atom 1 (C): -0.415, atom 2 (N): -0.294, atom 3 (O): -0.559, atom 4 (S): 0.888, atom 5 (H): 0.032, atom 6 (H): 0.098, atom 7 (H): 0.252


# CH3NOS2

The molecule CH3NOS2 at a distorted geometry (wB97M-V/def2-TZVPD, the OMol25 dataset).

## Properties
Multiplicity: 3
Energy relative to the best compared isomer or geometry (same formula, charge and spin), kcal/mol: 70.22
Charge: 0
<S²>: 2.011

Cartesian coordinates (Å):
C1 -0.4623 -0.6652 0.6791
N1 -0.5093 0.7658 -1.5874
O1 -1.7052 1.1816 -1.3611
S1 -2.1118 -0.4102 0.8082
S2 -2.2341 1.5448 0.3516
H1 -0.1259 -1.6615 0.4743
H2 0.2380 0.0963 0.9580
H3 0.2074 1.4559 -1.3259

Just the Löwdin charges please, in e? Sure, here they are: atom 1 (C): -0.488, atom 2 (N): -0.035, atom 3 (O): -0.593, atom 4 (S): 0.489, atom 5 (S): 0.557, atom 6 (H): 0.009, atom 7 (H): 0.006, atom 8 (H): 0.054


# CH3NOS3

A cluster of 2 separate species, CH3NOS3 in total at a distorted geometry (wB97M-V/def2-TZVPD, the OMol25 dataset).

## Properties
Energy relative to the best compared isomer or geometry (same formula, charge and spin), kcal/mol: 90.65
Charge: 0

Cartesian coordinates (Å):
C1 -1.1200 -0.3597 -0.2982
N1 2.3592 -0.1046 0.0538
O1 3.1016 -0.8357 0.6897
S1 2.4088 1.2187 -0.8129
S2 -0.5761 1.0150 -1.1525
S3 -1.5968 -0.2627 1.3229
H1 -1.6666 -1.0846 -0.9809
H2 -1.0456 1.9897 -0.3260
H3 -1.8645 -1.5761 1.5040

Just the Löwdin charges please, in e? Sure, here they are: atom 1 (C): -1.074, atom 2 (N): -0.616, atom 3 (O): -0.058, atom 4 (S): 0.655, atom 5 (S): 0.597, atom 6 (S): 0.684, atom 7 (H): 0.032, atom 8 (H): -0.106, atom 9 (H): -0.115


# CH3NS2

The molecule CH3NS2 at a distorted geometry (wB97M-V/def2-TZVPD, the OMol25 dataset).

## Properties
SMILES string: S=CNS
Energy relative to the best compared isomer or geometry (same formula, charge and spin), kcal/mol: 32.85
Charge: 0

Cartesian coordinates (Å):
S1 0.6988 -0.1320 -2.4772
C1 -0.1785 -0.3953 -1.0301
N1 0.2682 0.2172 0.1598
S2 -0.6320 0.3414 1.6702
H1 -1.1797 -1.0163 -0.9252
H2 0.7128 1.1676 -0.0212
H3 0.3105 -0.1826 2.6237

Just the Löwdin charges please, in e? Sure, here they are: atom 1 (S): 0.514, atom 2 (C): -0.739, atom 3 (N): -0.515, atom 4 (S): 0.662, atom 5 (H): 0.097, atom 6 (H): 0.084, atom 7 (H): -0.103


# CH3NS2

The molecule CH3NS2 at a distorted geometry (wB97M-V/def2-TZVPD, the OMol25 dataset).

## Properties
SMILES string: NC(=S)S
Energy relative to the best compared isomer or geometry (same formula, charge and spin), kcal/mol: 7.59
Charge: 0

Cartesian coordinates (Å):
N1 -0.5241 -1.0372 -0.0657
C1 0.2608 0.0315 -0.1712
S1 1.8707 -0.0588 -0.1084
S2 -0.5510 1.6301 -0.1028
H1 0.0656 -1.9383 0.0050
H2 -1.5766 -0.8471 -0.1121
H3 0.4547 2.2198 0.5551

Just the Löwdin charges please, in e? Sure, here they are: atom 1 (N): -0.034, atom 2 (C): -1.365, atom 3 (S): 0.577, atom 4 (S): 0.694, atom 5 (H): 0.134, atom 6 (H): 0.128, atom 7 (H): -0.134


# CH3NS2

The molecule CH3NS2 at a distorted geometry (wB97M-V/def2-TZVPD, the OMol25 dataset).

## Properties
Multiplicity: 3
Energy relative to the best compared isomer or geometry (same formula, charge and spin), kcal/mol: 41.36
Charge: 0
<S²>: 2.007

Cartesian coordinates (Å):
C1 1.0608 -0.3392 0.1902
N1 -1.4198 0.4306 -0.2876
S1 3.2179 -0.0869 -0.2647
S2 0.2278 0.8816 -0.3966
H1 0.5590 -1.1978 0.6801
H2 -1.6585 -0.5330 -0.4664
H3 -1.9872 0.8448 0.5450

Just the Löwdin charges please, in e? Sure, here they are: atom 1 (C): -0.813, atom 2 (N): -0.356, atom 3 (S): 0.333, atom 4 (S): 0.726, atom 5 (H): 0.003, atom 6 (H): 0.021, atom 7 (H): 0.085


# CH3NS2

The molecule CH3NS2 at a distorted geometry (wB97M-V/def2-TZVPD, the OMol25 dataset).

## Properties
Multiplicity: 3
Energy relative to the best compared isomer or geometry (same formula, charge and spin), kcal/mol: 42.23
Charge: 0
<S²>: 2.010

Cartesian coordinates (Å):
C1 1.1391 -0.3781 0.3417
N1 0.9012 -1.3599 -0.6270
S1 -0.0649 -0.1107 -1.0105
S2 -2.4254 0.3611 -0.4188
H1 0.6490 -0.5093 1.3601
H2 1.9406 0.3732 0.1268
H3 -2.1396 1.6237 0.2277

Just the Löwdin charges please, in e? Sure, here they are: atom 1 (C): -0.430, atom 2 (N): -0.356, atom 3 (S): 0.619, atom 4 (S): 0.175, atom 5 (H): 0.104, atom 6 (H): 0.074, atom 7 (H): -0.188


# CH3NS3

A structure of composition CH3NS3 at a distorted geometry (wB97M-V/def2-TZVPD, the OMol25 dataset).

## Properties
Energy relative to the best compared isomer or geometry (same formula, charge and spin), kcal/mol: 41.37
Charge: 0

Cartesian coordinates (Å):
C1 -0.6688 -1.7462 0.8284
N1 0.4327 -0.3182 1.2530
S1 -2.2215 -1.6595 1.0466
S2 0.4920 0.6135 -1.5924
S3 1.5745 -0.0430 0.0271
H1 -0.1220 -2.5716 0.3601
H2 -0.0136 0.4469 1.7860
H3 0.9572 1.9752 -1.5071

Just the Löwdin charges please, in e? Sure, here they are: atom 1 (C): -0.658, atom 2 (N): -0.517, atom 3 (S): 0.695, atom 4 (S): 0.228, atom 5 (S): 0.331, atom 6 (H): 0.030, atom 7 (H): 0.038, atom 8 (H): -0.147